C43H32BCl6IrN6O2 as an isolated structure in a non-equilibrium geometry. Source: the Open Molecules 2025 dataset; level of theory: the ωB97M-V functional and the def2-TZVPD basis.

Each line ends with the Mulliken charge.
Element x y z (Å)
Ir -0.7148 0.0872 -0.0584  2.1733
C -0.5757 -3.6655 -4.4249  -1.4723
C -0.6957 -2.2868 -3.8627  0.8734
C -1.1182 -1.1264 -4.4750  -1.3576
C -0.9955 -0.1286 -3.4944  -0.5904
N -0.5583 -0.6630 -2.3600  0.0083
N -0.3570 -1.9710 -2.5944  0.8483
B 0.1531 -2.8674 -1.4662  -1.5067
N -0.9170 -2.9470 -0.3860  0.6446
N -1.1704 -1.8246 0.3215  -0.1791
C -2.1005 -2.1202 1.2277  -0.0384
C -2.4860 -3.4501 1.0895  -1.2073
C -1.7131 -3.9355 0.0488  0.7196
C -1.6823 -5.2982 -0.5566  -1.3569
C -2.4785 -1.0032 2.0454  1.3320
C -1.9185 0.2094 1.6244  -1.3587
C -2.2944 1.3447 2.3625  0.8362
C -3.1437 1.2509 3.4600  -0.9707
C -3.6556 0.0271 3.8653  -1.0508
C -3.3203 -1.1033 3.1480  -0.4185
N 1.3753 -2.2162 -0.7698  0.4088
N 1.3397 -0.9443 -0.3021  0.2223
C 2.5834 -0.6338 0.0776  -0.5594
C 3.4151 -1.7500 -0.0898  -1.2760
C 2.6122 -2.7285 -0.6334  0.6404
C 2.9753 -4.1148 -1.0517  -1.5225
C 3.0273 0.7116 0.5004  1.0129
C 2.2819 1.8569 0.2466  1.2244
C 2.7509 3.1128 0.5996  -0.6366
C 3.9972 3.2467 1.1939  -0.7833
C 4.7613 2.1141 1.4390  -0.7939
C 4.2757 0.8604 1.1053  -0.8510
C -1.2549 1.3110 -3.6553  0.9224
C -0.3688 2.2532 -3.1436  -0.0798
C -0.6151 3.6087 -3.3059  -0.4973
C -1.7433 4.0347 -3.9926  -0.6049
C -2.6219 3.0983 -4.5241  -0.7917
C -2.3788 1.7434 -4.3573  -0.6224
H -0.8593 -3.6494 -5.4753  0.4148
H -1.2267 -4.3704 -3.9056  0.1847
H 0.4451 -4.0406 -4.3483  0.2528
H -1.4438 -1.0078 -5.4951  0.5648
H 0.4463 -3.9446 -1.8970  -0.0683
H -3.2142 -3.9928 1.6671  0.5532
H -2.3312 -5.9632 0.0092  0.4197
H -0.6737 -5.7116 -0.5587  0.2367
H -2.0318 -5.2740 -1.5898  0.1956
H -0.2694 0.6951 2.8078  0.2835
H -1.9182 2.3200 2.1150  0.6187
H -3.4001 2.1517 4.0038  0.4880
H -4.3051 -0.0421 4.7277  0.4085
H -3.7052 -2.0739 3.4386  0.4686
H 4.4687 -1.8296 0.1155  0.5040
H 4.0126 -4.3089 -0.7869  0.3779
H 2.8643 -4.2485 -2.1283  0.2638
H 2.3460 -4.8570 -0.5602  0.2801
H 1.3362 1.7738 -0.2694  -0.5436
H 2.1398 3.9868 0.4110  0.4180
H 4.3697 4.2259 1.4661  0.4139
H 5.7355 2.2046 1.9032  0.4360
H 4.8740 -0.0142 1.3249  0.3163
H 0.5293 1.9147 -2.6384  0.4673
H 0.0725 4.3342 -2.8893  0.4160
H -1.9391 5.0922 -4.1142  0.4234
H -3.5000 3.4252 -5.0669  0.4426
H -3.0760 1.0123 -4.7507  0.4557
Cl -1.0670 2.8586 -0.0822  -0.1721
C -2.5123 2.1392 -0.7069  1.2950
C -2.4470 0.7581 -0.7684  -2.3928
C -3.5766 0.1242 -1.2844  1.1910
Cl -3.6276 -1.5910 -1.5123  -0.1989
C -4.6930 0.8652 -1.6935  0.0303
Cl -6.0717 0.0602 -2.3369  -0.1911
C -4.7008 2.2568 -1.6096  0.5605
Cl -6.0613 3.1633 -2.1470  -0.1931
C -3.5818 2.9129 -1.1136  -0.3392
Cl -3.5095 4.6271 -1.0205  -0.1366
Cl 6.6559 1.0952 5.8690  -0.2291
C 5.0781 1.2573 5.1558  0.4757
C 4.4206 0.1247 4.7034  -0.8323
C 3.1571 0.2575 4.1494  -0.1763
C 2.5604 1.5100 4.0632  0.0224
C 3.2374 2.6334 4.5165  -0.2897
C 4.5056 2.5156 5.0591  -0.7616
C 1.1973 1.6930 3.4903  0.5823
O 0.6349 2.7609 3.4236  -0.7109
O 0.6598 0.5503 3.0636  -0.4690
H 4.8929 -0.8444 4.7871  0.4406
H 2.6292 -0.6121 3.7826  0.5094
H 2.7553 3.5989 4.4385  0.5244
H 5.0481 3.3841 5.4062  0.4275

Force components x, y, z for each atom (eV/Å):
-1.675 -1.923 -0.939
-0.019 0.047 0.045
0.054 0.003 0.010
-0.015 0.005 0.036
-0.100 0.008 -0.166
0.410 0.700 0.043
0.133 -0.138 -0.045
0.337 -0.002 0.022
-0.296 0.241 -0.141
-0.288 -0.365 -0.178
0.039 -0.041 0.147
0.163 -0.094 0.100
0.116 -0.078 0.047
0.017 0.010 0.014
-0.225 0.046 0.177
0.747 0.908 0.448
-0.096 -0.251 0.057
-0.005 -0.006 -0.045
-0.031 0.059 0.060
-0.023 -0.081 -0.115
-0.084 -0.055 -0.106
0.523 0.833 0.580
0.088 0.024 0.041
0.021 0.005 -0.050
0.009 0.029 -0.096
-0.018 0.041 -0.016
-0.029 -0.129 0.065
-0.029 0.001 -0.103
0.018 -0.020 0.059
-0.026 0.005 0.001
-0.005 -0.029 -0.014
0.042 0.019 0.026
-0.010 -0.040 0.006
0.093 -0.008 -0.137
-0.032 0.001 -0.041
0.025 -0.044 -0.016
0.025 -0.002 -0.003
-0.054 0.034 0.046
-0.003 -0.014 0.000
-0.002 0.010 -0.001
0.000 0.006 -0.007
0.035 0.010 0.012
-0.092 0.015 0.111
0.001 0.014 -0.019
0.003 -0.005 -0.006
-0.006 0.001 0.013
-0.004 0.001 0.003
0.010 0.101 -0.125
0.111 0.102 0.036
0.027 -0.001 0.003
0.000 0.008 -0.003
-0.009 0.005 -0.023
-0.012 0.008 -0.028
0.001 -0.010 0.002
0.008 0.003 0.002
0.012 0.001 0.010
0.026 -0.028 -0.018
0.015 -0.002 -0.023
-0.002 -0.004 -0.002
-0.016 -0.003 0.014
0.001 0.008 0.005
-0.033 0.003 0.020
0.012 -0.004 -0.023
0.003 -0.006 0.002
-0.013 -0.003 0.028
0.016 0.000 0.001
0.633 -0.235 -0.041
-0.283 0.094 -0.234
-0.599 0.169 0.392
-0.052 0.074 -0.170
0.090 0.098 0.022
0.103 -0.023 -0.042
-0.010 0.023 -0.009
-0.089 -0.046 -0.054
0.041 -0.008 0.012
0.113 0.082 -0.023
-0.038 -0.028 0.080
-0.011 0.004 -0.043
0.039 -0.001 -0.007
-0.046 -0.019 -0.021
0.013 -0.016 0.040
-0.030 -0.018 -0.030
0.041 0.042 0.032
-0.019 0.025 0.011
-0.067 0.144 -0.029
0.009 -0.037 -0.002
0.279 -0.244 0.301
0.001 0.010 0.003
0.003 0.005 0.004
0.004 -0.009 -0.024
-0.014 -0.011 0.028

For the highest occupied orbital energy, the calculation gives -8.06 eV. The electronic energy is -5027.32907 hartree. For the HOMO-LUMO gap, the calculation gives 0.29920 hartree. Its total charge is 0. The energy relative to the best compared isomer or geometry (same formula, charge and spin) comes out at 105.8 kJ/mol.